[1]
ORCA calculation (ωB97M-V/def2-TZVPD) on a structure of composition C2H3Br2NO at a distorted geometry.

Cartesian coordinates (Å):
C1 -0.309 0.164 -0.530
C2 -0.653 0.776 0.730
N1 0.684 -1.280 -0.442
O1 -0.559 0.443 -1.649
Br1 2.171 -1.264 0.651
Br2 1.132 -1.766 -2.282
H1 -0.609 1.814 0.681
H2 -0.135 0.454 1.733
H3 -1.721 0.658 1.109

Calculated values
charge: 0
HOMO-LUMO gap: 8.5 eV
energy: -5355.9262 hartree
ΔE to the lowest compared entry with this formula, charge and spin: 24.4 kcal per mole
HOMO level: -9.03 eV

=====

[2]
ORCA calculation (ωB97M-V/def2-TZVPD) on a structure of composition C27H63InN6O5P3 at a distorted geometry.

Cartesian coordinates (Å):
C1 4.896 -0.085 2.063
C2 4.397 1.460 2.192
O1 3.162 1.712 1.475
P1 3.413 2.096 -0.167
O2 2.334 3.158 -0.526
C3 3.160 0.663 -1.365
C4 2.272 -0.551 -0.802
C5 0.900 -0.125 -0.084
In1 -0.928 -0.182 -1.409
C6 -2.848 -0.535 -0.234
C7 -3.453 0.788 0.431
C8 -3.878 0.673 1.946
C9 -4.518 1.939 2.634
C10 -4.732 3.279 1.866
C11 -4.279 3.310 0.377
C12 -4.545 4.697 -0.420
C13 -3.644 2.110 -0.366
O3 4.924 2.876 -0.471
C14 4.825 4.305 -0.180
C15 6.259 4.936 0.267
H1 5.569 -0.353 2.965
H2 5.427 -0.198 1.061
H3 3.979 -0.779 2.167
H4 5.239 2.199 1.981
H5 4.143 1.587 3.315
H6 4.215 0.223 -1.571
H7 2.804 1.082 -2.366
H8 1.971 -1.181 -1.726
H9 2.925 -1.228 -0.155
H10 0.718 -0.907 0.755
H11 0.917 0.889 0.438
H12 -0.756 -1.602 -2.530
H13 -1.060 1.366 -2.320
H14 -2.561 -1.244 0.627
H15 -3.664 -1.027 -0.890
H16 -3.731 -0.323 2.497
H17 -4.869 1.893 3.716
H18 -5.208 4.172 2.402
H19 -4.237 5.604 0.211
H20 -5.696 4.757 -0.523
H21 -4.092 4.689 -1.467
H22 -3.343 2.194 -1.464
H23 4.111 4.538 0.693
H24 4.426 4.826 -1.130
H25 6.774 4.133 0.897
H26 6.000 5.862 0.905
H27 6.836 5.232 -0.671
O4 -3.022 -0.121 5.273
P2 -2.282 -1.216 6.059
N1 -3.754 -2.055 6.391
C16 -4.175 -2.711 7.615
C17 -4.408 -2.654 5.226
N2 -1.920 -0.165 7.381
C18 -2.347 -0.363 8.754
C19 -1.873 1.272 7.112
N3 -1.355 -2.476 6.899
C20 0.077 -2.109 7.064
C21 -1.321 -3.766 6.175
H28 -3.565 -3.582 7.880
H29 -5.209 -3.064 7.543
H30 -4.194 -2.032 8.463
H31 -3.905 -3.572 4.901
H32 -4.411 -1.967 4.376
H33 -5.457 -2.893 5.421
H34 -3.393 -0.075 8.899
H35 -1.741 0.244 9.437
H36 -2.195 -1.390 9.092
H37 -2.877 1.705 7.059
H38 -1.351 1.473 6.172
H39 -1.312 1.804 7.887
H40 0.549 -1.921 6.094
H41 0.624 -2.910 7.572
H42 0.215 -1.224 7.683
H43 -0.998 -3.634 5.137
H44 -2.292 -4.263 6.169
H45 -0.645 -4.474 6.662
O5 1.570 -1.457 -5.136
P3 1.045 -1.620 -6.572
N4 2.645 -1.588 -7.221
C22 3.130 -0.936 -8.424
C23 3.482 -2.738 -6.877
N5 0.378 -0.029 -6.620
C24 0.755 1.011 -7.558
C25 0.025 0.599 -5.344
N6 0.375 -1.872 -8.198
C26 -1.110 -1.788 -8.216
C27 0.672 -3.209 -8.758
H46 2.714 -1.353 -9.348
H47 4.219 -1.014 -8.509
H48 2.948 0.135 -8.416
H49 3.214 -3.627 -7.461
H50 3.381 -2.999 -5.821
H51 4.545 -2.536 -7.037
H52 1.700 1.487 -7.276
H53 -0.011 1.795 -7.593
H54 0.819 0.643 -8.584
H55 0.908 0.998 -4.835
H56 -0.474 -0.117 -4.683
H57 -0.686 1.420 -5.485
H58 -1.555 -2.527 -7.540
H59 -1.494 -1.961 -9.227
H60 -1.479 -0.805 -7.929
H61 0.389 -4.006 -8.063
H62 1.727 -3.329 -9.003
H63 0.143 -3.368 -9.703

Calculated values
charge: -1
HOMO-LUMO gap: 5.2 eV
energy: -2985.1076 hartree
HOMO level: -4.19 eV

=====

[3]
ORCA calculation (ωB97M-V/def2-TZVPD) on a cluster of 2 separate species, C5H11O2 in total at a distorted geometry.

Cartesian coordinates (Å):
C1 -2.048 0.532 -0.971
C2 -1.906 -0.342 0.264
C3 -0.828 0.484 -1.882
H1 -2.947 0.155 -1.476
H2 -2.271 1.578 -0.690
H3 -1.382 0.130 1.090
H4 0.006 0.726 -1.225
H5 -0.843 -0.417 -2.495
H6 -1.420 -1.303 0.070
H7 -2.865 -0.690 0.674
H8 -0.565 1.346 -2.514
C4 3.043 -0.620 1.253
C5 1.622 0.120 1.291
O1 1.657 1.323 0.996
O2 0.702 -0.625 1.698
H9 3.231 -1.230 0.357
H10 3.072 -1.356 2.066
H11 3.742 0.188 1.493

Calculated values
charge: -1
HOMO-LUMO gap: 7.9 eV
energy: -347.6213 hartree
ΔE to the lowest compared entry with this formula, charge and spin: 17.8 kcal per mole
HOMO level: -3.81 eV

=====

[4]
ORCA calculation (ωB97M-V/def2-TZVPD) on the ion C7H11N4O2S2 with charge +1 at a distorted geometry.

Cartesian coordinates (Å):
C1 -1.202 0.278 0.003
C2 -1.426 -1.030 -0.246
C3 3.025 -0.313 -0.028
C4 1.268 0.153 -0.514
C5 -1.916 1.187 0.866
C6 1.298 -0.401 2.001
C7 -0.153 0.924 -2.191
N1 2.483 0.275 -1.175
N2 1.767 -0.365 0.650
N3 -2.548 -1.710 0.448
N4 0.000 0.852 -0.789
O1 -2.398 -1.922 1.606
O2 -3.471 -1.971 -0.250
S1 4.490 -0.910 0.377
S2 -0.509 -2.082 -1.289
H1 -2.263 2.028 0.287
H2 -1.381 1.487 1.683
H3 -2.817 0.703 1.245
H4 0.514 -1.313 2.094
H5 2.152 -0.917 2.619
H6 0.975 0.506 2.536
H7 -0.718 0.127 -2.578
H8 -0.775 1.876 -2.345
H9 0.832 0.934 -2.697
H10 2.821 -0.156 -1.976
H11 -0.048 1.762 -0.334

Calculated values
charge: +1
HOMO-LUMO gap: 5.9 eV
energy: -1438.6709 hartree
ΔE to the lowest compared entry with this formula, charge and spin: 43.9 kcal per mole
HOMO level: -12.07 eV

=====

[5]
ORCA calculation (ωB97M-V/def2-TZVPD) on a cluster of 2 separate species, C3H11N3O2 in total at a distorted geometry.

Cartesian coordinates (Å):
C1 0.768 -0.361 1.519
C2 1.222 1.075 1.307
N1 -0.524 -0.408 2.155
H1 -1.214 0.096 1.599
H2 -0.864 -1.378 2.175
H3 1.479 -0.898 2.152
H4 0.720 -0.901 0.501
H5 0.509 1.607 0.681
H6 2.199 1.101 0.830
H7 1.279 1.594 2.263
C3 0.212 0.211 -2.478
N2 -0.788 -0.298 -1.595
O1 -1.747 0.631 -1.168
N3 -0.670 -1.422 -0.976
O2 -1.627 -1.710 -0.221
H8 -2.345 0.050 -0.640
H9 0.988 -0.543 -2.582
H10 -0.228 0.425 -3.451
H11 0.631 1.129 -2.073

Calculated values
charge: 0
HOMO-LUMO gap: 9.5 eV
energy: -435.5097 hartree
ΔE to the lowest compared entry with this formula, charge and spin: 113.3 kcal per mole
SMILES: CN(O)N=O.CCN
HOMO level: -8.86 eV

=====

[6]
ORCA calculation (ωB97M-V/def2-TZVPD) on a structure of composition C4H6O2.

Cartesian coordinates (Å):
O1 -1.398 -0.148 -1.235
C1 -0.268 -0.783 -0.751
C2 0.905 0.028 -0.268
C3 0.269 1.185 0.481
O2 -0.418 0.285 1.394
C4 0.127 -0.827 0.697
H1 -2.004 0.072 -0.517
H2 -0.023 -1.668 -1.330
H3 1.921 -0.027 -0.643
H4 0.930 1.863 1.021
H5 -0.445 1.728 -0.126
H6 0.403 -1.707 1.276

Calculated values
charge: 0
HOMO-LUMO gap: 10.4 eV
energy: -306.3989 hartree
ΔE to the lowest compared entry with this formula, charge and spin: 67.4 kcal per mole
HOMO level: -9.47 eV

=====

[7]
ORCA calculation (ωB97M-V/def2-TZVPD) on a structure of composition C18H23N4Tl at a distorted geometry.

Cartesian coordinates (Å):
Tl1 8.491 8.727 9.700
C1 11.056 6.339 8.867
N1 9.585 6.611 8.973
C2 8.770 5.617 8.778
C3 7.380 5.727 8.464
C4 6.593 4.587 8.108
C5 5.351 5.078 7.773
C6 5.371 6.458 8.101
N2 6.637 6.833 8.452
C7 11.373 6.232 7.402
C8 12.336 5.391 6.860
C9 12.700 5.419 5.556
C10 12.009 6.233 4.669
C11 11.087 7.142 5.153
C12 10.796 7.130 6.500
H1 11.328 5.383 9.333
H2 11.651 7.154 9.265
H3 9.149 4.641 8.883
H4 6.989 3.602 8.143
H5 4.501 4.522 7.396
H6 4.534 7.167 8.070
H7 12.835 4.633 7.476
H8 13.573 4.921 5.160
H9 12.129 6.055 3.583
H10 10.585 7.905 4.527
H11 10.072 7.853 6.918
C13 6.814 9.024 12.542
C14 6.663 9.020 14.082
N3 7.584 8.042 14.727
C15 8.946 8.451 14.372
C16 9.119 8.438 12.850
N4 7.887 8.104 12.115
C17 7.453 6.721 12.625
C18 7.202 6.760 14.157
H12 7.148 10.026 12.225
H13 5.902 8.861 11.995
H14 5.617 8.828 14.374
H15 6.953 9.989 14.562
H16 9.615 7.731 14.835
H17 9.152 9.433 14.812
H18 9.914 7.686 12.604
H19 9.535 9.395 12.502
H20 8.246 5.998 12.302
H21 6.555 6.577 12.033
H22 7.804 5.937 14.665
H23 6.161 6.489 14.369

Calculated values
charge: 0
HOMO-LUMO gap: 7.2 eV
energy: -1091.1224 hartree
HOMO level: -6.97 eV

=====

[8]
ORCA calculation (ωB97M-V/def2-TZVPD) on the molecule C6H10O at a distorted geometry.

Cartesian coordinates (Å):
C1 -1.364 -1.856 0.741
C2 -0.688 -0.778 0.187
C3 0.914 1.346 0.682
C4 1.368 2.051 -0.473
C5 -0.264 0.248 0.983
C6 -0.578 -0.863 -1.360
O1 -0.690 0.446 2.251
H1 -1.735 -2.616 -0.004
H2 -1.912 -2.001 1.668
H3 1.837 0.911 1.052
H4 0.713 2.075 1.421
H5 0.986 1.782 -1.469
H6 1.653 3.061 -0.258
H7 -1.445 -1.139 -2.014
H8 -0.354 0.210 -1.485
H9 0.306 -1.445 -1.522
H10 -1.117 -0.322 2.666

Calculated values
charge: 0
HOMO-LUMO gap (alpha / beta): 8.3 / 7.4 eV
energy: -309.6670 hartree
ΔE to the lowest compared entry with this formula, charge and spin: 110.1 kcal per mole
HOMO level (alpha / beta): -8.14 / -7.00 eV